Record 1
The following is a DFT calculation (wB97M-V/def2-TZVPD) of a 2-piece molecular cluster, CH8N2S2 overall at a distorted geometry.

## Properties
ΔE to the lowest compared entry with this formula, charge and spin = 25.10 kcal per mole
Calculated total energy = -948.7295 Eh
Structure (SMILES) = NCN.SS
Max |F| = 2.9 eV Å⁻¹
HOMO-LUMO gap = 9.2 eV
Lowest unoccupied orbital energy = 0.19 eV

Bonds (Å) are listed after each position.
Cartesian coordinates (Å):
1 S 1.8731 1.2045 -2.4533  S2 2.015, H3 1.372
2 S 3.3084 0.6016 -1.1734  S1 2.015, H4 1.354
3 H 1.7150 0.0537 -3.1824  S1 1.372
4 H 3.1026 1.0715 0.0794  S2 1.354
5 N -1.7666 0.4284 0.0284  C6 1.482, H8 1.021, H9 1.022
6 C -1.2957 -0.2512 1.2580  N5 1.482, N7 1.430, H10 1.102, H11 1.098
7 N -0.4888 -1.4071 1.0151  C6 1.430, H12 1.014, H13 1.003
8 H -1.9719 1.4281 0.0459  N5 1.021
9 H -0.9236 0.5305 -0.5399  N5 1.022
10 H -2.1634 -0.7826 1.6818  C6 1.102
11 H -1.0088 0.4247 2.0742  C6 1.098
12 H 0.4700 -1.1913 0.7678  N7 1.014
13 H -0.8503 -2.1108 0.3982  N7 1.003

Charges obtained by Löwdin population analysis, quoted in units of e:
1. S 0.187
2. S 0.182
3. H -0.169
4. H -0.191
5. N -0.018
6. C -0.390
7. N -0.008
8. H 0.055
9. H 0.028
10. H 0.096
11. H 0.107
12. H 0.054
13. H 0.068

---

Record 2
The following is a DFT calculation (wB97M-V/def2-TZVPD) of a 2-piece molecular cluster, CH8N3 overall at a distorted geometry.

## Properties
ΔE to the lowest compared entry with this formula, charge and spin = 16.39 kcal per mole
Calculated total energy = -206.9336 Eh
Charge = +1
Max |F| = 1.5 eV Å⁻¹
HOMO-LUMO gap = 11.4 eV
Lowest unoccupied orbital energy = -3.89 eV

Bonds (Å) are listed after each position.
Cartesian coordinates (Å):
1 N -1.6478 -0.7475 -0.8855  H2 1.021, H4 1.021, H5 1.020
2 H -1.9842 -1.6467 -1.2341  N1 1.021
3 H -0.6052 -0.5354 0.7855  N8 1.041
4 H -2.4463 -0.1186 -0.9822  N1 1.021
5 H -1.0467 -0.4919 -1.6694  N1 1.020
6 N 1.3365 1.0047 -0.3003  C7 1.305, H9 1.016, H10 1.012
7 C 1.1519 0.4939 0.8866  N6 1.305, N8 1.307, H11 1.097
8 N 0.3364 -0.4708 1.2236  H3 1.041, C7 1.307, H12 1.008
9 H 0.8067 0.6937 -1.1097  N6 1.016
10 H 1.6508 1.9661 -0.3436  N6 1.012
11 H 1.8063 0.9232 1.6546  C7 1.097
12 H 0.6416 -1.0706 1.9744  N8 1.008

Charges obtained by Löwdin population analysis, quoted in units of e:
1. N 0.017
2. H 0.054
3. H 0.093
4. H 0.052
5. H 0.027
6. N 0.200
7. C -0.191
8. N 0.176
9. H 0.125
10. H 0.144
11. H 0.165
12. H 0.138

---

Record 3
The following is a DFT calculation (wB97M-V/def2-TZVPD) of an isolated ion of composition CH8N4P and charge +1 at a distorted geometry.

## Properties
ΔE to the lowest compared entry with this formula, charge and spin = 88.41 kcal per mole
Calculated total energy = -602.9286 Eh
Charge = +1
Structure (SMILES) = N/N=N/[C@H]([NH3+])P
Max |F| = 3.7 eV Å⁻¹
HOMO-LUMO gap = 10.2 eV
Lowest unoccupied orbital energy = -3.41 eV

Bonds (Å) are listed after each position.
Cartesian coordinates (Å):
1 C -0.8189 -0.2259 0.6009  N2 1.446, N5 1.473, P6 1.881, H7 1.045
2 N 0.3989 0.5462 0.7126  C1 1.446, N3 1.263
3 N 1.3005 0.1440 -0.0750  N2 1.263, N4 1.301
4 N 2.3516 0.8938 -0.2319  N3 1.301, H8 0.987, H9 1.009
5 N -0.4005 -1.3993 -0.1851  C1 1.473, H10 1.081, H11 1.043, H12 1.015
6 P -2.1759 0.8201 -0.1760  C1 1.881, H13 1.413, H14 1.477
7 H -0.9865 -0.6021 1.5617  C1 1.045
8 H 2.5087 1.6427 0.3920  N4 0.987
9 H 2.8341 0.6177 -1.0744  N4 1.009
10 H 0.3962 -1.0138 -0.8056  N5 1.081
11 H -1.0671 -1.8001 -0.8800  N5 1.043
12 H -0.0398 -2.1779 0.3568  N5 1.015
13 H -1.5411 2.0372 0.1596  P6 1.413
14 H -1.6074 0.7382 -1.5372  P6 1.477

Charges obtained by Löwdin population analysis, quoted in units of e:
1. C -0.619
2. N -0.005
3. N -0.144
4. N 0.115
5. N 0.115
6. P 0.881
7. H 0.094
8. H 0.114
9. H 0.129
10. H 0.139
11. H 0.171
12. H 0.165
13. H -0.087
14. H -0.067

---

Record 4
The following is a DFT calculation (wB97M-V/def2-TZVPD) of an isolated ion of composition CH8N5 and charge +1 at a distorted geometry.

## Properties
ΔE to the lowest compared entry with this formula, charge and spin = 77.38 kcal per mole
Calculated total energy = -316.3429 Eh
Charge = +1
Structure (SMILES) = [H]/N=C(/[NH3+])N(N)N
Max |F| = 3.1 eV Å⁻¹
HOMO-LUMO gap = 10.1 eV
Lowest unoccupied orbital energy = -3.64 eV

Bonds (Å) are listed after each position.
Cartesian coordinates (Å):
1 C -0.7305 -0.3032 0.0657  N2 1.214, N3 1.510, N5 1.410
2 N -1.2953 -1.3673 0.2138  C1 1.214, H7 0.967
3 N -1.5410 0.9689 -0.0138  C1 1.510, H8 1.054, H9 1.041, H13 1.034
4 N 1.4900 -1.1962 -0.1295  N5 1.428, H10 1.021, H11 1.023
5 N 0.6468 -0.0442 -0.0906  C1 1.410, N4 1.428, N6 1.367
6 N 1.1501 1.2195 -0.2248  N5 1.367, H12 1.022, H14 1.021
7 H -0.9298 -2.2448 0.3894  N2 0.967
8 H -0.8453 1.4176 -0.6654  N3 1.054
9 H -1.4209 1.3460 0.9492  N3 1.041
10 H 1.6626 -1.6382 0.7745  N4 1.021
11 H 0.9675 -1.8645 -0.7021  N4 1.023
12 H 1.9171 1.2389 -0.8997  N6 1.022
13 H -2.5168 0.8275 -0.3238  N3 1.034
14 H 1.4456 1.6401 0.6571  N6 1.021

Charges obtained by Löwdin population analysis, quoted in units of e:
1. C -0.416
2. N 0.209
3. N 0.260
4. N 0.102
5. N -0.245
6. N 0.063
7. H 0.057
8. H 0.157
9. H 0.187
10. H 0.103
11. H 0.094
12. H 0.124
13. H 0.188
14. H 0.115